# 1
The following is a DFT calculation (wB97M-V/def2-TZVPD) of one molecule with the formula C4H7ClNOP in a non-equilibrium geometry.

Each line ends with the Löwdin charge.
Atoms and positions in Å:
C1 -2.189 1.344 -1.725  0.08
C2 -1.934 1.807 -0.627  -0.10
C3 0.669 -1.086 0.005  -0.16
C4 0.641 -0.028 1.210  -0.35
N1 -0.736 0.228 1.428  -0.23
O1 -3.392 0.332 1.314  -0.34
P1 -2.108 0.098 0.673  0.24
Cl1 -2.319 -1.529 -0.615  0.33
H1 -2.475 0.741 -2.574  0.06
H2 -1.631 2.561 0.030  0.07
H3 0.165 -1.978 0.439  0.05
H4 0.287 -0.528 -0.884  0.05
H5 1.742 -1.312 -0.141  0.06
H6 0.880 -0.333 2.241  0.10
H7 1.331 0.910 0.892  0.14

Its HOMO energy is -9.193 eV. The relative energy (zero: lowest compared OMol25 entry of this formula, charge and spin) is 3.370 eV.



# 2
The following is a DFT calculation (wB97M-V/def2-TZVPD) of C4H5NO4 as an isolated structure in a non-equilibrium geometry.

Each line ends with the Löwdin charge.
Atoms and positions in Å:
C1 0.408 -0.578 -0.592  -0.61
N1 -0.192 -0.127 -1.734  0.17
O1 0.764 -1.868 -0.526  0.13
O2 1.396 0.198 -0.082  0.05
H1 0.195 -2.404 -1.095  0.13
H2 -0.423 0.861 -1.711  0.11
H3 -0.477 -0.796 -2.437  0.12
C2 0.818 1.424 0.496  -0.57
O3 1.363 1.638 1.684  0.17
C3 -0.894 -0.228 0.794  -0.04
C4 -1.909 -0.464 1.414  0.04
O4 0.248 2.219 -0.182  0.16
H4 1.553 0.790 2.112  0.14
H5 -2.849 -0.664 1.860  0.00

Its HOMO energy is -9.663 eV. The relative energy (zero: lowest compared OMol25 entry of this formula, charge and spin) is 3.907 eV.



# 3
The following is a DFT calculation (wB97M-V/def2-TZVPD) of a 3-piece molecular cluster, C4H13NO2 overall in a non-equilibrium geometry.

Each line ends with the Löwdin charge.
Atoms and positions in Å:
C1 2.431 -1.153 0.589  0.11
C2 2.556 0.229 0.159  -0.18
N1 1.327 0.506 -0.992  0.06
C3 0.137 0.587 -0.362  -0.39
C4 -1.067 0.716 -1.346  -0.03
H1 3.105 -1.916 0.036  0.11
H2 2.364 -1.385 1.645  0.08
H3 2.098 0.972 0.987  0.15
H4 1.421 -0.479 -1.184  0.08
H5 0.113 1.496 0.319  0.14
H6 -0.009 -0.298 0.262  0.11
H7 -0.835 1.375 -2.089  0.04
H8 -1.854 1.033 -0.680  0.06
H9 -1.349 -0.298 -1.660  0.09
H10 -2.777 -0.443 0.610  -0.10
H11 -4.201 -1.096 0.094  0.03
O1 -3.367 -0.652 -0.143  -0.14
H12 3.397 0.809 -0.297  0.12
H13 -1.603 -0.220 2.468  0.00
O2 -1.889 0.214 1.585  -0.32

Its HOMO energy is -7.957 eV. The relative energy (zero: lowest compared OMol25 entry of this formula, charge and spin) is 9.171 eV.



# 4
The following is a DFT calculation (wB97M-V/def2-TZVPD) of C23H17Cl5N6O3Pt as an isolated structure.

Each line ends with the Löwdin spin population.
Atoms and positions in Å:
Pt1 0.616 0.141 -0.320  1.87
Cl1 1.694 -4.625 4.728  0.05
C1 1.905 -3.355 3.618  0.11
C2 0.945 -3.113 2.675  0.00
C3 1.119 -2.061 1.760  0.16
N1 0.289 -1.769 0.740  0.34
C4 -0.687 -2.610 0.245  0.04
O1 -1.242 -3.509 0.822  0.08
C5 -0.922 -2.329 -1.212  0.01
C6 -1.632 -3.209 -2.003  0.01
C7 -1.709 -2.959 -3.366  0.00
C8 -1.080 -1.837 -3.886  0.01
C9 -0.412 -0.983 -3.027  0.02
N2 -0.340 -1.234 -1.717  0.16
C10 2.307 -1.226 1.825  0.15
C11 3.276 -1.502 2.792  0.00
C12 3.086 -2.541 3.676  0.13
Cl2 4.273 -2.854 4.845  0.07
N3 2.360 -0.231 0.896  0.32
C13 3.399 0.683 0.813  0.03
O2 4.484 0.564 1.323  0.07
C14 3.032 1.935 0.066  0.01
C15 3.955 2.953 -0.042  0.00
C16 3.570 4.134 -0.663  0.00
C17 2.275 4.248 -1.140  0.01
C18 1.406 3.178 -1.004  0.01
N4 1.784 2.040 -0.416  0.12
H1 0.057 -3.723 2.630  0.00
H2 -2.085 -4.075 -1.540  0.00
H3 -2.244 -3.638 -4.017  0.00
H4 -1.099 -1.619 -4.945  0.00
H5 0.076 -0.084 -3.381  0.00
H6 4.179 -0.918 2.845  0.00
H7 4.944 2.804 0.367  0.00
H8 4.269 4.953 -0.764  0.00
H9 1.929 5.153 -1.618  0.00
H10 0.392 3.210 -1.373  0.00
C19 -3.357 0.122 -0.559  0.00
N5 -3.212 0.931 -1.759  0.01
C20 -4.418 1.100 -2.565  0.00
C21 -2.093 1.559 -2.073  0.01
O3 -1.007 1.521 -1.459  0.07
H11 -4.083 0.585 0.110  0.00
H12 -2.403 0.046 -0.050  0.00
H13 -3.717 -0.872 -0.826  0.00
H14 -4.756 0.130 -2.929  0.00
H15 -4.212 1.747 -3.413  0.00
H16 -5.208 1.545 -1.960  0.00
H17 -2.175 2.181 -2.971  0.00
Cl3 -2.524 3.013 3.522  0.00
C22 -1.392 1.686 3.747  0.00
Cl4 0.013 2.189 4.686  0.00
Cl5 -2.177 0.281 4.466  0.00
C23 -0.906 1.278 2.418  0.01
N6 -0.540 0.966 1.382  0.11

Its charge is +2. Its HOMO energy (alpha / beta) is -13.590 / -14.311 eV. The relative energy (zero: lowest compared OMol25 entry of this formula, charge and spin) is 0.000 eV. Its spin multiplicity is 5.



# 5
The following is a DFT calculation (wB97M-V/def2-TZVPD) of C6F18InN3O12S6 as an isolated structure in a non-equilibrium geometry.

Each line ends with the Löwdin spin population.
Atoms and positions in Å:
In1 -5.371 6.187 10.969  0.00
C1 -9.876 8.105 12.901  0.00
F1 -10.209 7.443 11.792  0.00
F2 -9.958 9.361 12.625  0.00
F3 -10.875 7.930 13.859  0.00
S1 -8.130 7.614 13.494  0.00
O1 -7.349 8.667 12.853  0.02
O2 -8.125 7.731 14.978  0.00
N1 -7.721 5.970 12.787  0.00
S2 -8.435 4.994 13.726  0.00
O3 -7.626 4.739 14.918  0.00
O4 -9.817 5.325 14.069  0.00
C2 -8.501 3.394 12.601  0.00
F4 -7.824 3.667 11.396  0.00
F5 -7.986 2.381 13.215  0.00
F6 -9.758 3.177 12.233  0.00
C3 -1.529 5.854 7.802  0.00
F7 -1.978 4.571 7.900  0.00
F8 -0.320 5.987 8.274  0.00
F9 -1.422 6.140 6.499  0.00
S3 -2.764 7.211 8.676  0.00
O5 -2.293 8.528 8.315  0.00
O6 -4.064 6.766 8.155  0.00
N2 -2.707 6.769 10.309  0.00
S4 -1.574 7.545 10.963  0.00
O7 -0.406 8.063 10.223  0.00
O8 -2.042 8.467 12.019  0.00
C4 -0.865 6.058 11.976  0.00
F10 0.072 6.523 12.785  0.00
F11 -1.871 5.632 12.747  0.00
F12 -0.504 5.140 11.074  0.00
C5 -7.904 10.590 9.880  0.00
F13 -8.940 9.852 9.492  0.00
F14 -7.998 11.660 9.092  0.00
F15 -7.828 10.802 11.114  0.00
S5 -6.331 9.583 9.298  0.02
O9 -6.995 8.367 8.772  0.01
O10 -5.574 10.429 8.366  0.02
N3 -5.399 9.067 10.753  0.65
S6 -4.644 10.507 11.182  -0.02
O11 -3.240 10.659 10.758  0.20
O12 -5.295 11.741 10.986  0.07
C6 -4.820 10.364 13.204  0.01
F16 -4.737 9.038 13.580  0.00
F17 -3.774 11.028 13.702  0.01
F18 -5.988 10.913 13.547  0.00

Its charge is -1. Its HOMO energy (alpha / beta) is -7.631 / -7.627 eV. The relative energy (zero: lowest compared OMol25 entry of this formula, charge and spin) is 0.987 eV. Its spin multiplicity is 2.



# 6
The following is a DFT calculation (wB97M-V/def2-TZVPD) of a 2-piece molecular cluster, C6H6N4OS overall in a non-equilibrium geometry.

Each line ends with the Löwdin charge.
Atoms and positions in Å:
C1 -2.581 1.101 0.619  -0.12
C2 3.024 0.136 0.318  -0.06
C3 -2.042 -0.151 0.646  -0.14
C4 1.661 0.004 0.055  -0.07
C5 -2.438 0.485 -1.426  -0.23
C6 2.623 -1.835 -0.442  -0.23
N1 -2.818 1.479 -0.711  0.06
N2 3.620 -1.076 0.004  0.07
N3 -1.886 -0.509 -0.671  -0.33
N4 1.468 -1.218 -0.544  0.01
O1 -1.433 -1.850 -2.689  -0.53
S1 -1.312 -2.004 -1.236  0.97
H1 -2.850 1.831 1.271  0.06
H2 3.555 0.923 0.625  0.07
H3 -1.878 -0.754 1.484  0.10
H4 0.840 0.771 0.222  0.13
H5 -2.538 0.472 -2.490  0.12
H6 2.647 -2.902 -0.716  0.13

Its HOMO energy (alpha / beta) is -9.409 / -8.297 eV. The relative energy (zero: lowest compared OMol25 entry of this formula, charge and spin) is 1.481 eV.



# 7
The following is a DFT calculation (wB97M-V/def2-TZVPD) of one molecule with the formula C4H11N2S in a non-equilibrium geometry.

Each line ends with the Löwdin spin population.
Atoms and positions in Å:
N1 1.320 0.146 0.819  0.00
C1 0.520 -0.593 -0.131  0.00
C2 0.792 -0.348 -1.617  0.11
S1 0.677 1.385 -2.076  0.84
C3 -0.973 -0.492 0.242  0.01
N2 -1.319 -1.152 1.465  0.00
C4 -1.476 -0.342 2.671  0.00
H1 2.286 0.184 0.524  0.00
H2 1.045 1.114 0.929  0.00
H3 0.829 -1.635 0.022  0.00
H4 1.763 -0.751 -1.936  0.02
H5 0.127 -0.994 -2.219  0.02
H6 -1.575 -0.808 -0.623  0.00
H7 -1.138 0.578 0.336  0.00
H8 -0.741 -1.972 1.626  0.00
H9 -0.755 -0.600 3.454  0.00
H10 -2.485 -0.436 3.061  0.00
H11 -1.334 0.702 2.414  0.00

Its HOMO energy (alpha / beta) is -8.458 / -8.448 eV. The relative energy (zero: lowest compared OMol25 entry of this formula, charge and spin) is 0.449 eV. Its spin multiplicity is 2.



# 8
The following is a DFT calculation (wB97M-V/def2-TZVPD) of C4H13N2S2 as an isolated structure in a non-equilibrium geometry.

Each line ends with the Löwdin charge.
Atoms and positions in Å:
C1 -0.758 1.090 1.296  -0.14
C2 1.528 -1.238 -0.798  -0.08
C3 -0.151 -0.123 0.863  -0.63
C4 1.020 0.008 -0.106  -0.83
N1 -1.660 -0.857 -0.737  0.03
N2 0.947 1.117 -0.944  0.07
S1 -0.258 -1.747 1.701  0.87
S2 2.157 0.316 1.439  0.91
H1 -0.435 2.066 0.892  0.10
H2 -1.872 1.147 1.186  0.12
H3 -0.703 1.326 2.392  0.12
H4 1.554 -2.105 -0.201  0.05
H5 1.044 -1.371 -1.711  0.07
H6 2.559 -0.925 -1.047  0.11
H7 -1.407 -1.772 -1.073  0.04
H8 -1.356 -0.152 -1.479  0.09
H9 -2.706 -0.798 -0.919  0.10
H10 1.113 1.967 -0.577  0.03
H11 1.480 1.054 -1.875  0.17
H12 -1.110 -1.268 2.683  -0.05
H13 2.575 1.358 0.861  -0.15

Its charge is +1. Its HOMO energy is -13.534 eV. The relative energy (zero: lowest compared OMol25 entry of this formula, charge and spin) is 2.897 eV.